DFT (ωB97M-V/def2-TZVPD) results for a single H2N4O5S molecule at a distorted geometry.

The LUMO energy is -2.178 eV. Its structure (SMILES) is N[S@@](=O)(=N[N+](=O)[O-])ON=O. The value obtained for the total energy is -994.3147 Eh. For the HOMO energy, the calculation gives -10.562 eV.

Each line ends with the Löwdin charge.
Geometry (Å):
N 1.19 -1.11 0.43  -0.054
S -0.15 -0.25 0.94  0.736
O -0.43 -0.41 2.34  -0.248
N 0.39 1.23 0.85  -0.072
N 0.83 1.62 -0.32  -0.542
O 1.37 2.69 -0.34  0.077
O 0.72 0.92 -1.34  -0.045
O -1.35 -0.61 -0.02  -0.296
N -2.00 -0.55 -1.39  0.104
O -3.15 -0.63 -1.26  0.179
H 1.28 -2.09 0.68  0.082
H 1.31 -0.79 -0.57  0.078